Density functional theory data (ωB97M-V/def2-TZVPD) for C15H45BrN18O12 as an isolated structure in a non-equilibrium geometry.

Computed properties:
E_tot ... -137725.2666 eV
Orbital gap ... 6.3 eV
Total charge ... 0
HOMO energy ... -0.21834 hartree
Molecular weight ... 749.5 g mol⁻¹
Spin multiplicity ... 1

Atoms and positions in Å:
C: 2.8210 -0.6898 -0.5393
C: 1.9437 -0.9649 -1.7470
Br: 3.2092 -1.4668 -3.1602
C: 0.9195 -2.0956 -1.5580
C: -0.5194 -1.5682 -1.5778
C: -1.3649 -1.4569 -0.3495
O: -1.2914 -0.0324 -0.0778
C: -1.0524 0.5633 -1.2368
O: -1.0702 1.6816 -1.4849
O: -0.7423 -0.3358 -2.2293
H: 2.2622 -0.3356 0.3241
H: 3.4569 0.1308 -0.8797
H: 3.4801 -1.5235 -0.3210
H: 1.4804 -0.0271 -2.0064
H: 1.1048 -2.7018 -0.6771
H: 1.0122 -2.7792 -2.3885
H: -1.0420 -2.3064 -2.1908
H: -1.2040 -2.1219 0.4871
H: -2.3996 -1.6696 -0.6274
C: 4.5803 2.6793 -1.6916
O: 4.3727 1.7887 -0.8756
N: 4.0958 3.9415 -1.5240
N: 5.2973 2.4721 -2.8338
H: 4.2354 4.6849 -2.1820
H: 3.5543 4.1192 -0.6988
H: 5.6644 1.5468 -2.9994
H: 5.4691 3.1877 -3.5131
C: 8.1286 0.0805 -3.3483
O: 7.1322 0.5970 -3.8210
N: 9.3415 0.1121 -3.9795
N: 8.1125 -0.5719 -2.1498
H: 10.1724 -0.3066 -3.6085
H: 9.3852 0.5844 -4.8631
H: 7.2349 -0.6126 -1.6618
H: 8.9182 -1.0041 -1.7406
C: 2.2907 3.8442 -2.7512
O: 3.0773 4.7885 -2.7434
N: 2.4100 2.8051 -3.6326
N: 1.2465 3.7505 -1.8872
H: 1.7867 2.0143 -3.6616
H: 3.1730 2.8419 -4.2809
H: 1.1285 4.4958 -1.2213
H: 0.6049 2.9797 -1.8869
C: -0.9863 -0.9112 3.8881
O: 0.1989 -0.6976 4.0907
N: -1.7058 -1.7732 4.6792
N: -1.6765 -0.3261 2.8755
H: -2.6715 -2.0001 4.5211
H: -1.2131 -2.2173 5.4318
H: -1.1586 0.2942 2.2802
H: -2.6484 -0.4844 2.6912
C: 0.1423 0.4066 -5.5409
O: 1.0050 0.5573 -4.6957
N: -1.1230 0.0008 -5.2253
N: 0.3706 0.6309 -6.8707
H: -1.8500 -0.1296 -5.9021
H: -1.3193 -0.1677 -4.2528
H: 1.2919 0.9291 -7.1323
H: -0.3248 0.5129 -7.5820
C: -0.0351 7.5420 -1.1704
O: 0.0264 6.4665 -0.6054
N: 1.0756 8.1924 -1.6229
N: -1.2222 8.1834 -1.4000
H: 1.0501 9.0765 -2.0928
H: 1.9611 7.7404 -1.4773
H: -2.0567 7.7284 -1.0804
H: -1.2955 9.0679 -1.8642
C: -5.1692 -0.6650 5.9817
O: -5.4647 -1.4708 5.1048
N: -6.0916 -0.1818 6.8648
N: -3.9032 -0.2024 6.1385
H: -5.8743 0.4756 7.5888
H: -7.0345 -0.5098 6.7699
H: -3.2192 -0.5547 5.4863
H: -3.6237 0.4478 6.8481
C: -3.7888 -3.4676 2.2377
O: -3.1872 -2.3968 2.2146
N: -3.5167 -4.4851 1.3706
N: -4.7715 -3.7149 3.1357
H: -3.9971 -5.3652 1.3866
H: -2.7921 -4.3363 0.6946
H: -4.9963 -2.9780 3.7905
H: -5.2705 -4.5851 3.1841
C: -5.4245 -6.8235 5.2166
O: -4.8036 -6.5392 4.2051
N: -5.0422 -7.8400 6.0413
N: -6.5473 -6.1506 5.6080
H: -5.5332 -8.0926 6.8774
H: -4.2202 -8.3542 5.7837
H: -6.8587 -5.3940 5.0280
H: -7.0662 -6.3715 6.4362

---

Density functional theory data (ωB97M-V/def2-TZVPD) for an isolated ion of composition C3H9N2O and charge +1 in a non-equilibrium geometry.

Computed properties:
E_tot ... -8271.9028 eV
Energy above the lowest of the compared OMol25 structures with the same formula, charge and spin ... 52.4 kcal per mole
Orbital gap (alpha / beta) ... 7.3 / 8.3 eV
<S²> ... 2.006
Total charge ... +1
HOMO energy (alpha / beta) ... -0.38354 / -0.58976 hartree
Molecular weight ... 89.1 g mol⁻¹
Spin multiplicity ... 3

Atoms and positions in Å:
C: -0.7608 -0.0521 -0.1485
C: -1.4885 -1.2752 0.0840
C: 1.6901 1.0586 0.1648
N: 0.9481 -0.1134 -0.1802
N: -1.2330 1.1300 -0.3502
O: 1.3376 -1.2760 0.4456
H: -1.0101 -1.8490 0.8813
H: -1.4796 -1.9072 -0.8070
H: -2.5239 -1.0558 0.3451
H: 2.7383 0.7595 0.0975
H: 1.5200 1.8288 -0.5864
H: 1.5055 1.4351 1.1738
H: -2.2297 1.3070 -0.4351
H: -0.6159 1.9300 -0.4457
H: 1.6019 -1.9201 -0.2391

---

Density functional theory data (ωB97M-V/def2-TZVPD) for a 2-piece molecular cluster, FH4N2PS overall in a non-equilibrium geometry.

Computed properties:
E_tot ... -25887.5525 eV
Energy above the lowest of the compared OMol25 structures with the same formula, charge and spin ... 38.3 kcal per mole
Orbital gap ... 10.1 eV
Total charge ... 0
HOMO energy ... -0.37274 hartree
Molecular weight ... 114.1 g mol⁻¹
Spin multiplicity ... 1

Atoms and positions in Å:
N: 0.9418 -0.9120 0.3273
N: -0.8087 0.9901 0.1065
F: -1.3248 -1.7650 0.1270
P: 0.7366 0.5868 -0.1710
S: 1.8648 1.9609 -0.9221
H: 1.5303 -1.6080 -0.0639
H: -0.4143 -1.3798 0.3842
H: -1.0724 1.9431 0.0623
H: -1.4533 0.1840 0.1497

---

Density functional theory data (ωB97M-V/def2-TZVPD) for a 17-piece molecular cluster, H33O17 overall in a non-equilibrium geometry.

Computed properties:
E_tot ... -35341.4828 eV
Energy above the lowest of the compared OMol25 structures with the same formula, charge and spin ... 137.3 kcal per mole
Orbital gap ... 9.2 eV
Total charge ... -1
HOMO energy ... -0.26207 hartree
Molecular weight ... 305.2 g mol⁻¹
Spin multiplicity ... 1

Atoms and positions in Å:
O: -3.1513 2.5463 -3.9438
H: -2.8300 3.3102 -3.3917
H: -2.6901 1.8603 -3.5152
O: 1.1884 1.9975 -5.6591
H: 1.7205 2.6920 -5.2988
H: 1.0545 1.1534 -5.1607
O: 3.6037 2.6720 4.6092
H: 3.9474 1.8621 4.1190
H: 3.6447 3.4388 4.1240
O: -2.5803 -0.2564 2.3130
H: -1.5210 -0.5377 2.2582
H: -2.8113 -0.6120 1.4358
O: 0.3094 -0.9833 0.8093
H: -1.1455 -0.6895 5.4129
O: 0.6490 0.1054 3.4529
H: -0.2390 -1.2564 -3.4195
H: 0.4443 -0.4476 2.6044
O: -2.8081 -1.3735 -1.3261
H: 2.7362 -4.1154 2.2258
H: -2.2907 -0.8723 -0.6660
O: 1.4097 5.0481 -3.0992
H: 1.6173 4.2401 -2.5257
H: 0.5897 -1.7337 0.2383
O: 2.0732 -3.7887 2.8710
H: -3.5715 -1.0268 -1.5928
H: 2.0193 -2.9425 2.4197
O: 2.5376 0.2106 -4.3012
H: 2.5995 0.8095 -3.4838
H: 3.1472 -0.4431 -4.0102
O: -0.3022 3.0550 -2.0841
H: 0.2037 2.2860 -2.4092
H: -4.6167 -2.9403 2.6394
O: -1.7207 -0.4535 6.1413
H: -2.2984 -1.0679 5.6190
H: 0.6536 -0.2777 0.0457
O: -4.2290 -2.7974 3.4097
H: -3.6609 -2.0396 3.3155
H: 0.6353 -0.6837 4.0425
O: -1.8177 -5.8538 0.7691
H: -1.6156 -5.2281 1.5191
H: -2.1606 -5.1651 0.0482
O: -0.9799 -1.2244 -2.8860
H: -0.6875 -0.8558 -2.1078
H: 0.6704 5.3853 -2.7642
O: 1.0779 0.7423 -0.7884
H: -0.0386 3.0841 -1.1287
H: 0.7600 1.4681 -0.5295
O: 3.8039 0.6291 -0.3226
H: 3.7808 0.5381 0.6494
H: 2.8896 0.5318 -0.6782

---

Density functional theory data (ωB97M-V/def2-TZVPD) for one molecule with the formula C7H13NOSi in a non-equilibrium geometry.

Computed properties:
E_tot ... -18878.5271 eV
Energy above the lowest of the compared OMol25 structures with the same formula, charge and spin ... 151.9 kcal per mole
Orbital gap ... 9.2 eV
Total charge ... 0
HOMO energy ... -0.30570 hartree
Molecular weight ... 155.3 g mol⁻¹
Spin multiplicity ... 1

Atoms and positions in Å:
C: -0.0625 0.1833 2.9863
C: -0.4847 0.4530 1.7318
C: -0.0903 1.9601 -1.2382
C: 1.2775 1.3521 -0.7271
C: -0.8230 0.6605 -1.6172
C: 0.9079 -0.0838 -0.3309
C: -0.4197 -0.6046 -0.8472
N: -0.1236 -0.3889 0.6617
O: -0.1065 -1.6998 1.1169
Si: -0.4032 -2.7988 -0.1742
H: -0.5015 0.8975 3.7216
H: 0.5184 -0.7605 3.1121
H: -0.8869 1.4448 1.6093
H: -0.4414 2.5672 -0.4777
H: 0.1923 2.5172 -2.1004
H: 1.9351 1.3098 -1.7004
H: 1.6024 1.9522 0.0246
H: -1.8514 0.6845 -1.9050
H: -0.3221 0.4747 -2.5649
H: 1.8013 -0.7075 -0.2797
H: -1.8839 -2.7825 -0.4792
H: -0.2793 -3.9032 0.7133
H: 0.4452 -2.7273 -1.2354

---

Density functional theory data (ωB97M-V/def2-TZVPD) for C20H29IrNO10P2Se as an isolated structure.

Computed properties:
E_tot ... -129946.1810 eV
Energy above the lowest of the compared OMol25 structures with the same formula, charge and spin ... 41.9 kcal per mole
Orbital gap ... 6.9 eV
Total charge ... -1
HOMO energy ... -0.16376 hartree
Molecular weight ... 776.6 g mol⁻¹
Spin multiplicity ... 1

Atoms and positions in Å:
Ir: -0.1458 -0.0063 -0.1473
C: 0.4667 -0.4498 5.4324
C: -0.0795 -0.3753 4.0201
O: -1.5018 -0.2213 4.0398
P: 0.5171 1.0785 3.0842
O: 0.3863 2.3239 4.0836
O: 2.0631 1.0033 2.8817
O: -0.2756 1.3160 1.8417
P: 0.4266 -1.8526 3.0153
O: -0.5111 -2.9875 3.6921
O: 1.8672 -2.1465 3.1978
O: -0.1526 -1.5698 1.6519
H: 0.2817 0.4764 5.9782
H: 1.5389 -0.6390 5.3928
H: -0.0154 -1.2807 5.9484
H: -1.8265 -0.4620 3.1590
H: -0.5059 2.6927 4.0278
H: 2.2275 0.7128 1.9342
H: -0.8926 -3.5362 2.9942
C: 2.4428 -0.8503 -6.4119
O: 3.4962 -1.2266 -5.5424
C: 3.2552 -1.1502 -4.2087
C: 4.3852 -1.3391 -3.3830
C: 4.2303 -1.2182 -2.0322
C: 2.9874 -0.8951 -1.4458
C: 2.9188 -0.5629 -0.0558
C: 3.8723 -1.1560 0.9376
O: 2.0862 0.2872 0.3412
C: 1.8304 -0.7986 -2.2685
O: 0.6165 -0.6984 -1.8574
C: 2.0160 -0.9018 -3.6740
H: 2.8704 -0.8251 -7.4103
H: 2.0522 0.1365 -6.1547
H: 1.6247 -1.5739 -6.3852
H: 5.3455 -1.5348 -3.8396
H: 5.1035 -1.2936 -1.3956
H: 4.2711 -2.1028 0.5836
H: 3.3415 -1.3168 1.8800
H: 4.6989 -0.4618 1.1194
H: 1.1346 -0.7863 -4.2877
Se: -2.1824 -1.3569 -0.2858
C: -3.0062 -1.4272 -1.9982
C: -2.2989 -1.4668 -3.1957
C: -2.9935 -1.6083 -4.3850
N: -4.3212 -1.7273 -4.4732
C: -4.9894 -1.6962 -3.3192
C: -4.3926 -1.5437 -2.0782
H: -1.2207 -1.4034 -3.1879
H: -2.4559 -1.6455 -5.3282
H: -6.0680 -1.8024 -3.3951
H: -4.9910 -1.5202 -1.1756
C: -1.0004 1.4842 -3.4048
C: -1.7410 1.8748 -2.1291
C: -2.2265 3.3206 -2.2706
C: -0.8728 1.7506 -0.8841
H: -1.6799 1.4570 -4.2616
H: -0.5322 0.5148 -3.2972
H: -0.2064 2.2134 -3.6093
H: -2.6228 1.2387 -2.0097
H: -1.3730 3.9977 -2.3769
H: -2.7995 3.6366 -1.3949
H: -2.8629 3.4356 -3.1530
H: -1.4188 2.1001 -0.0035
H: 0.0080 2.3975 -1.0289

---

Density functional theory data (ωB97M-V/def2-TZVPD) for C17H20Cl3NO4PbS as an isolated structure in a non-equilibrium geometry.

Computed properties:
E_tot ... -81285.1118 eV
Energy above the lowest of the compared OMol25 structures with the same formula, charge and spin ... 15.1 kcal per mole
Orbital gap (alpha / beta) ... 5.8 / 5.8 eV
Total charge ... -2
HOMO energy (alpha / beta) ... -0.05159 / -0.05322 hartree
Molecular weight ... 648.0 g mol⁻¹
Spin multiplicity ... 1

Atoms and positions in Å:
C: 1.1142 1.8957 -2.7658
C: 1.8103 2.7301 -1.8392
C: 0.8316 3.4047 -1.0454
C: 3.2767 2.8797 -1.7023
C: -0.4714 3.0298 -1.5077
C: -0.2935 2.0502 -2.5360
C: -1.3635 1.3575 -3.2669
C: 1.7567 1.0262 -3.7684
C: 1.1389 4.3199 0.0681
C: -1.7487 3.5785 -1.0060
Pb: 1.6164 0.1998 1.3292
Cl: 3.4948 1.4189 2.4086
Cl: 2.1147 -0.9520 -1.1104
Cl: -1.0202 1.3166 1.3809
H: 3.8032 2.1332 -2.2995
H: 3.6066 2.7517 -0.6606
H: 3.6365 3.8629 -2.0317
H: 1.8829 3.8817 0.7516
H: 0.2301 4.5160 0.6427
H: 1.5435 5.2782 -0.2880
H: -1.9290 3.2567 0.0330
H: -2.5969 3.2105 -1.6022
H: -1.7425 4.6798 -1.0304
H: -2.3346 1.6633 -2.8566
H: -1.3051 0.2617 -3.1589
H: -1.3273 1.6264 -4.3393
H: 2.5151 0.3927 -3.2878
H: 2.2306 1.6089 -4.5763
H: 1.0216 0.3373 -4.2040
O: -2.2807 -0.6757 -1.2349
H: -1.8775 -1.3505 -0.5738
O: -2.8684 -3.5371 0.2800
S: -2.4673 -2.8542 1.4914
O: -3.4513 -2.1041 2.2155
N: -0.9724 -2.0070 1.2597
C: 0.0525 -2.4503 2.0174
O: 1.2052 -1.9041 2.1564
C: -0.3342 -3.6766 2.7550
C: 0.4728 -4.4528 3.5883
C: -0.1281 -5.5495 4.2425
C: -1.5035 -5.8348 4.0677
C: -2.3204 -5.0488 3.2105
C: -1.6724 -3.9811 2.5884
H: 1.5148 -4.1751 3.6901
H: 0.4817 -6.1942 4.8971
H: -1.9657 -6.6856 4.5948
H: -3.3769 -5.2353 3.0230